Record 1
A cluster of 4 separate species, C4H13NO2 in total at a distorted geometry. Source: the Open Molecules 2025 dataset; level of theory: the ωB97M-V functional and the def2-TZVPD basis.

CARTESIAN COORDINATES (ANGSTROEM)
C -0.07965 0.33964 0.89632
N -0.76122 -0.84043 0.37626
C -0.14890 2.64936 -2.03464
C -0.70292 0.18028 -2.77666
C -0.89126 1.58788 -2.56772
H -0.08739 1.21344 0.20408
H 1.01028 0.04133 1.08118
H -0.52070 0.65806 1.81159
H -0.80167 -0.83314 -0.62318
H -0.61160 3.58852 -2.10169
H 0.92841 2.52720 -1.71474
H -1.48965 -0.31416 -3.30344
H 0.20939 -0.32769 -2.70635
H -1.90491 1.88520 -2.90343
H 0.93933 -1.19172 4.15460
H 1.01251 -1.38924 2.64968
O 0.79453 -0.73089 3.32988
H 1.70101 -3.05655 1.45697
H -0.19270 -1.64898 0.67732
O 1.21455 -2.24564 1.36760

E   -365.16710 a.u.
Energy above the lowest of the compared OMol25 structures with the same formula, charge and spin   723.0 kJ/mol
LUMO level   -4.27 eV

Atomic partial charges in e from the Löwdin method, atoms 1 to 6: number 1, C, carries -0.165; number 2, N, carries 0.052; number 3, C, carries 0.134; number 4, C, carries 0.154; number 5, C, carries -0.177; number 6, H, carries 0.045



Record 2
A cluster of 3 separate species, C4H13NO2 in total at a distorted geometry. Source: the Open Molecules 2025 dataset; level of theory: the ωB97M-V functional and the def2-TZVPD basis.

CARTESIAN COORDINATES (ANGSTROEM)
C -1.55846 0.60428 -2.13924
C -0.39072 0.61495 -1.18631
C 0.24902 -0.51874 -0.73569
N 1.49458 -0.71132 -0.03962
C 2.00388 -2.06852 0.03893
H -1.29121 0.50105 -3.28494
H -2.30999 1.40685 -1.69518
H -2.26578 -0.26163 -1.99386
H -0.21352 1.42403 -0.42138
H -0.34333 -1.52746 -0.92560
H 2.31176 -0.11914 -0.11845
H 1.47301 -2.73343 0.69926
H 3.00671 -1.90924 0.65153
H 2.01557 -2.38498 -1.04378
O -0.34197 0.20018 2.18440
H -1.20247 -0.24526 2.42436
H 0.20028 -0.15544 1.36336
O -1.28987 2.75890 1.94444
H -1.01459 1.87262 1.91547
H -0.53292 3.25232 2.36230

E   -365.32596 a.u.
Energy above the lowest of the compared OMol25 structures with the same formula, charge and spin   305.9 kJ/mol
LUMO level   0.81 eV
SMILES   C/C=C/NC.O.O

Atomic partial charges in e from the Löwdin method, atoms 1 to 6: number 1, C, carries -0.152; number 2, C, carries -0.203; number 3, C, carries -0.195; number 4, N, carries -0.156; number 5, C, carries -0.130; number 6, H, carries 0.104



Record 3
A cluster of 3 separate species, C4H13NO2 in total at a distorted geometry. Source: the Open Molecules 2025 dataset; level of theory: the ωB97M-V functional and the def2-TZVPD basis.

CARTESIAN COORDINATES (ANGSTROEM)
C 3.42463 -1.78793 -0.32587
C 2.47146 -0.71398 0.10412
C 1.46196 -0.28339 -0.68681
C 0.46979 0.75802 -0.31477
N 0.52736 1.41321 0.92765
H 4.08873 -1.26796 -1.21517
H 3.91160 -2.01998 0.67459
H 2.93457 -2.70033 -0.64155
H 2.19956 -0.58379 1.14549
H 1.47875 -0.63268 -1.79491
H 0.68908 1.62404 -1.10311
H -0.46508 0.22459 -0.62929
H 0.72417 0.81675 1.80301
H 1.26082 1.98577 0.95792
O -6.01438 -0.87250 1.00157
H -5.37217 -0.26809 0.44271
H -6.44663 -0.13246 1.57945
O -2.85198 1.50954 -0.51147
H -2.51761 1.12178 -1.27950
H -1.97461 1.80938 -0.13407

E   -365.33468 a.u.
Energy above the lowest of the compared OMol25 structures with the same formula, charge and spin   283.0 kJ/mol
LUMO level   0.77 eV
SMILES   C/C=C/CN.O.O

Atomic partial charges in e from the Löwdin method, atoms 1 to 6: number 1, C, carries -0.130; number 2, C, carries -0.217; number 3, C, carries -0.150; number 4, C, carries -0.356; number 5, N, carries 0.007; number 6, H, carries 0.133



Record 4
A cluster of 3 separate species, C4H13NO3 in total. Source: the Open Molecules 2025 dataset; level of theory: the ωB97M-V functional and the def2-TZVPD basis.

CARTESIAN COORDINATES (ANGSTROEM)
C -0.76163 1.40368 -1.19912
N -0.09194 0.24330 -1.11261
C -1.77129 -1.56431 -0.71589
C -0.46566 -0.91573 -0.29731
C -0.46311 -0.57016 1.19324
O -1.88500 1.61538 -0.76462
H -0.23312 2.16584 -1.79639
H 0.91917 0.26884 -1.21937
H -2.61814 -0.90216 -0.54929
H -1.95529 -2.49826 -0.18384
H -1.72767 -1.78149 -1.78344
H 0.35236 -1.61535 -0.49110
H 0.54431 -0.30416 1.49935
H -1.15895 0.24362 1.37882
H -0.75639 -1.45261 1.76931
H 1.56883 1.81674 1.16316
H 0.54224 2.76528 0.51410
O 0.99519 2.58213 1.35471
H 3.28802 0.14523 0.79477
H 2.82464 -1.28838 0.38235
O 2.85341 -0.35741 0.06317

E   -440.67117 a.u.
2S+1   2
Energy above the lowest of the compared OMol25 structures with the same formula, charge and spin   1.8 kJ/mol
⟨S²⟩   0.7504
Charge   -1
LUMO level (alpha / beta)   3.64 / 3.48 eV

Atomic partial charges in e from the Löwdin method, atoms 1 to 6: number 1, C, carries -0.421; number 2, N, carries 0.049; number 3, C, carries -0.080; number 4, C, carries -0.465; number 5, C, carries -0.105; number 6, O, carries -0.017